# 1
C22H37N9OS2SeYb | ωB97M-V/def2-TZVPD

The geometry in XYZ format:
```
73
Properties=species:S:1:pos:R:3:forces:R:3:mulliken_charge:R:1
Yb 2.320831 0.670471 0.333705 -1.1 1.1 -0.4 0.990
N 1.612298 -1.285535 1.586133 -0.8 -0.9 0.6 -0.388
C 2.700996 -2.212698 1.938421 1.1 -1.3 -0.5 -0.691
C 3.758027 -2.344515 0.750191 -0.1 -0.7 0.2 -0.919
N 4.051932 -1.090711 0.038199 -1.0 -1.7 -0.1 0.698
C 5.106696 -0.307222 0.617461 1.3 1.9 -1.0 -0.837
C 5.045192 0.182725 2.104706 0.6 -1.7 -1.0 -0.986
N 3.911473 1.019775 2.445986 -0.5 0.6 0.7 -0.411
C 4.200587 -1.431532 -1.422864 -0.6 2.9 0.6 -0.825
C 2.828794 -1.688932 -2.030226 1.0 -0.2 -0.1 -0.792
N 2.010912 -0.495612 -1.897877 -1.2 -0.4 -0.4 -0.365
H 1.294664 -0.740375 2.404476 0.0 -0.7 -0.5 0.284
H 0.791915 -1.833788 1.231480 0.8 1.0 0.5 0.125
H 2.324330 -3.269504 2.033820 0.3 1.0 0.4 0.441
H 3.237621 -1.936343 2.895870 -0.8 -0.2 -1.1 0.246
H 3.411440 -3.045673 -0.060268 -0.1 0.5 1.3 0.443
H 4.685418 -2.860083 1.123589 -0.5 0.6 0.0 0.276
H 5.190473 0.643499 -0.008939 -0.2 -0.9 0.6 0.310
H 6.047136 -0.819546 0.393877 0.4 0.0 0.7 0.604
H 5.991280 0.703487 2.229947 0.1 0.0 0.2 0.476
H 5.028510 -0.686849 2.770779 0.3 0.1 -0.1 0.326
H 4.243037 1.989025 2.538291 -0.5 -0.4 -0.2 0.251
H 3.613942 0.745337 3.397624 0.0 0.4 -0.8 0.252
H 4.741269 -2.300967 -1.672695 1.4 -1.1 0.4 0.451
H 4.696398 -0.521345 -1.867415 -0.5 -1.0 0.0 0.409
H 2.371327 -2.511050 -1.474972 -0.2 0.2 -0.1 0.384
H 3.051427 -2.122070 -3.028694 -0.6 0.7 0.1 0.424
H 1.039312 -0.702228 -2.142340 0.2 0.0 0.3 0.142
H 2.260975 0.231670 -2.548303 0.5 0.2 -0.3 0.286
N 4.357935 4.676146 0.234291 0.3 -0.4 -0.5 -0.396
C 3.421932 3.708962 -0.005366 0.0 0.5 0.9 0.656
S 3.547577 2.611194 -1.294204 0.4 -0.1 -0.5 -0.533
N 2.457594 3.775653 0.913182 0.2 1.4 1.0 -1.298
N 1.420724 2.973551 0.808832 -1.2 -0.5 -0.4 0.564
C 0.305550 3.318603 1.395160 1.5 -0.9 0.1 -0.734
C -0.966011 2.683703 1.186850 -0.5 -1.0 -0.5 1.043
C -2.058676 3.512943 1.500223 -0.2 -0.9 0.5 -0.763
C -3.321630 3.082322 1.197406 -1.7 1.1 -0.6 -0.654
C -3.468185 1.883891 0.441039 -1.2 1.4 0.8 -0.354
C -2.414628 1.078796 0.156397 0.4 -0.7 0.1 -0.344
N -1.157350 1.433773 0.599348 1.0 1.3 -0.8 0.389
H 5.164035 4.856418 -0.342976 -0.3 -0.4 -0.2 0.199
H 4.133617 5.395767 0.890232 -0.3 0.1 0.3 0.248
H 0.203025 4.130131 2.107583 0.6 0.5 -0.3 0.282
H -1.864892 4.447698 2.034012 -0.1 -0.3 -0.4 0.326
H -4.216957 3.803769 1.407497 1.7 -1.8 -0.4 0.303
H -4.444740 1.662860 0.006180 0.4 -0.1 0.4 0.356
H -2.630867 0.141755 -0.411369 1.1 0.8 0.6 0.718
Se -2.104349 -1.609704 -4.575636 -0.6 0.0 0.1 0.057
C -3.353183 -0.415506 -3.791294 -0.8 0.0 0.5 -0.188
C -3.032482 0.941082 -3.794673 1.4 0.0 0.5 -0.216
C -3.720984 1.832576 -2.991828 -0.7 -0.8 -0.1 -0.387
N -4.766020 1.461074 -2.244817 0.9 1.0 -0.4 -0.565
C -5.119350 0.192854 -2.276611 -0.5 -0.1 0.3 -0.260
C -4.505326 -0.784291 -3.035886 0.5 -1.2 -0.8 -0.202
H -2.065787 1.242372 -4.214706 -0.6 0.0 -0.2 0.390
H -3.404783 2.845350 -2.918141 0.1 0.7 0.0 0.426
H -5.916411 0.026525 -1.567224 -0.4 -0.8 -0.2 0.455
H -4.899577 -1.830538 -3.055463 0.6 1.1 0.1 0.532
O -0.065047 0.748985 0.245694 -1.4 -0.1 0.4 -0.636
S -2.576995 -2.718817 1.215294 -1.0 0.4 -0.6 -0.209
C -4.127545 -2.073409 1.993965 0.1 0.9 -0.5 -0.498
C -5.347837 -2.669937 1.214398 0.9 0.2 0.9 -0.716
C -4.938951 -3.202752 -0.165379 0.7 1.0 -2.0 -0.290
C -3.369694 -3.175732 -0.432989 0.7 0.5 0.7 -0.250
H -4.183059 -0.951018 2.155502 0.3 -1.1 -0.9 0.201
H -4.068176 -2.431642 2.997879 -0.2 -0.5 0.7 0.476
H -6.071683 -1.881959 1.077195 -0.4 0.2 0.1 0.303
H -5.789657 -3.417437 1.893878 0.1 0.0 -0.7 0.243
H -5.355070 -2.517383 -0.992251 0.3 -1.1 1.3 -0.070
H -5.344476 -4.193872 -0.360662 0.1 0.0 0.1 0.403
H -3.020593 -2.415250 -1.224458 -0.8 -1.2 1.1 -0.122
H -2.889228 -4.158951 -0.656079 -0.8 0.7 -0.1 0.510
```
Forces are in eV/Å.

Results
2S+1: 2
LUMO (spin up / spin down): -2.8 / -4.6 eV
gap between HOMO and LUMO (spin up / spin down): 0.2163 / 0.1494 Ha
charge: +1

=====

# 2
C18H50N4O7 | ωB97M-V/def2-TZVPD

The geometry in XYZ format:
```
79
Properties=species:S:1:pos:R:3:forces:R:3:mulliken_charge:R:1
N -1.851306 -1.252943 0.901617 -6.9 -5.9 -1.5 -0.052
H -1.942380 -1.854598 1.809376 1.2 1.6 -2.3 0.332
H -1.158842 -0.604463 0.651940 1.5 3.8 1.4 0.173
H -2.835184 -1.170608 0.424852 1.8 1.3 2.5 0.536
H -1.587363 -1.806525 0.049424 0.5 -1.4 1.8 -0.144
O -0.071797 0.397262 0.751985 0.7 0.8 -0.4 -0.998
H 0.248488 1.291966 0.887280 -0.1 0.0 0.1 0.114
C 5.015268 1.335402 4.760371 0.3 0.4 1.6 -0.754
O 4.539372 1.939457 3.599695 0.2 0.3 -0.6 -0.405
C 3.985842 0.954456 2.694503 1.1 1.6 0.0 -0.136
C 3.230277 1.775961 1.616787 4.1 -5.3 -1.8 -1.457
N 2.896561 0.928854 0.466199 -1.0 0.2 -0.4 0.100
C 2.836508 1.571125 -0.839165 2.6 3.2 0.6 -0.240
C 2.557141 0.579300 -1.906333 -1.2 0.0 -0.8 0.339
O 2.785087 1.228603 -3.097613 -0.1 -0.4 -2.6 -0.479
C 2.387850 0.401800 -4.259003 -4.0 1.3 6.4 -1.078
H 5.614939 0.416080 4.639422 -0.3 0.2 -0.4 0.274
H 4.128658 1.160904 5.318525 -0.8 -1.1 1.0 0.317
H 5.575503 1.984868 5.497760 -0.2 0.0 -1.6 0.265
H 3.170713 0.442844 3.100327 -0.6 -1.8 1.7 0.107
H 4.929513 0.360963 2.457505 -1.9 0.2 -0.8 0.392
H 3.953050 2.481708 1.538127 2.7 2.3 -2.3 0.793
H 2.549674 2.384119 1.940536 -5.1 2.6 2.7 0.677
H 1.915639 0.582356 0.524359 0.9 -0.1 0.8 -0.494
H 4.027178 2.037307 -1.109614 -3.6 -1.1 0.7 0.254
H 2.054200 2.473360 -0.860348 1.7 -1.6 -0.2 0.169
H 1.464807 0.343632 -2.065386 0.7 -0.7 1.5 -0.415
H 3.264988 -0.252775 -1.866783 -0.5 -0.5 0.6 0.314
H 1.320047 0.176765 -4.380133 -0.2 0.1 0.9 0.263
H 2.871093 -0.434845 -4.303275 3.3 -4.8 -0.3 0.447
H 2.569119 1.074079 -4.878458 2.0 5.0 -6.7 0.515
C -4.004119 -1.912222 -3.383960 0.9 -1.5 13.4 -0.653
O -3.285752 -0.760174 -2.847265 -0.9 0.7 -3.3 -0.394
C -3.359185 -0.400553 -1.518900 3.8 -3.2 -2.5 -0.364
C -2.702509 0.847443 -1.350338 1.8 3.6 -0.5 0.568
N -2.613173 1.215546 0.069001 0.9 0.2 0.5 0.021
C -2.360740 2.628215 0.261986 -1.8 3.1 0.1 -0.484
C -3.738571 3.369229 0.086509 1.6 1.7 1.3 -0.513
O -3.429846 4.764338 0.046760 -0.5 1.4 -0.5 -0.336
C -4.563883 5.610886 0.000372 -0.3 1.3 -3.0 -0.915
H -3.955527 -1.800733 -4.292666 -0.1 0.8 -9.5 0.368
H -5.074501 -2.004065 -2.861560 2.2 0.0 -1.5 0.202
H -3.242537 -2.741138 -2.993145 -2.3 0.7 -1.1 0.158
H -2.748466 -1.191864 -1.132097 -0.6 -0.7 1.2 -0.311
H -4.270787 -0.191720 -1.249272 -5.5 -0.3 2.2 0.497
H -3.358030 1.544315 -1.933161 1.0 0.0 0.3 0.267
H -1.650937 0.790213 -1.740195 -0.9 0.4 -0.3 -0.049
H -1.623901 1.014479 0.201105 0.1 -1.5 1.0 -0.247
H -1.627987 2.975819 -0.492575 -0.5 0.3 0.0 0.305
H -1.912382 3.085704 1.255090 -0.9 -2.0 -1.4 0.224
H -4.397066 3.292480 0.975351 0.1 -1.0 -0.6 0.327
H -4.204241 3.216933 -0.857114 -0.7 -1.1 -0.6 0.348
H -4.349724 6.664956 -0.056384 1.8 0.5 -0.3 0.351
H -5.067208 5.728395 0.889374 -1.7 -1.2 2.4 0.403
H -5.316533 5.680508 -0.917567 1.4 -1.6 1.5 0.254
C 0.212876 -3.603002 4.331363 1.3 -0.4 1.6 -0.826
O -0.158212 -2.500808 3.651184 -1.3 2.6 -1.1 -0.368
C 0.842590 -1.786637 3.054360 3.8 -0.1 -1.4 -0.361
C 1.431450 -2.365485 1.769859 1.0 0.2 -2.1 -0.728
N 0.411885 -2.218391 0.717327 1.8 -0.2 -0.8 -0.200
C 0.994695 -2.685859 -0.596070 -0.1 -0.1 0.6 -0.381
C 0.023192 -2.537116 -1.731309 -1.7 -1.3 0.8 0.285
O 0.444447 -3.157045 -2.874335 -0.9 -1.5 -2.5 -0.488
C -0.405645 -2.796414 -4.042330 3.2 -6.6 2.8 -1.376
H 0.592984 -3.352712 5.365031 -0.8 -0.5 -0.7 0.222
H 0.978600 -4.155126 3.844210 1.1 -0.4 -0.6 0.359
H -0.635885 -4.198318 4.213531 -1.4 -1.5 1.1 0.366
H 1.825308 -1.728991 3.533341 -0.4 0.0 1.8 0.433
H 0.644688 -0.757002 2.804210 -1.1 0.3 0.3 0.253
H 1.964873 -3.353959 1.767764 -1.4 0.1 0.5 0.481
H 2.390487 -1.799286 1.450590 -1.3 0.2 0.8 0.316
H 0.264670 -1.120450 0.746272 1.4 -2.3 -0.7 0.444
H 1.322187 -3.772645 -0.566605 0.0 1.4 0.4 0.357
H 1.755773 -1.948461 -0.963763 0.5 -1.2 0.8 -0.058
H 0.137837 -1.542834 -1.919016 -1.0 3.5 -0.5 -0.182
H -1.054146 -2.822449 -1.572770 0.6 0.2 0.5 0.219
H -0.393695 -1.874958 -4.129269 -0.4 9.1 -0.4 0.530
H -1.333560 -3.185673 -4.240886 -2.5 -1.4 0.9 0.449
H 0.155562 -3.109784 -4.836516 1.7 -1.2 -2.1 0.498
```
Forces are in eV/Å.

Results
2S+1: 1
LUMO: 0.5 eV
gap between HOMO and LUMO: 0.3266 Ha
relative energy (zero: lowest compared OMol25 entry of this formula, charge and spin): 3.989 eV

=====

# 3
C10H21MoN3O5Se4 | ωB97M-V/def2-TZVPD

The geometry in XYZ format:
```
44
Properties=species:S:1:pos:R:3:forces:R:3:mulliken_charge:R:1
Mo -1.340379 0.295123 0.774175 -0.1 -0.5 -0.3 1.521
C 2.275115 -1.100729 -3.088180 -0.1 0.0 0.0 -1.047
N 1.083010 -0.330660 -2.709964 0.0 0.0 0.0 0.117
C 0.382405 0.338403 -3.813345 0.1 -0.1 0.1 -1.011
C 0.660462 -0.229587 -1.471802 0.0 -0.2 0.0 1.242
O -0.383927 0.401190 -1.158921 -0.1 0.2 0.0 -0.617
C 1.415200 -0.927494 -0.346093 0.0 -0.1 0.0 -1.402
O 1.096694 -0.306237 0.901663 -0.3 0.0 -0.2 -0.484
C 1.915431 0.799031 1.258678 0.1 0.1 0.2 -1.032
C 1.064430 2.053822 1.308339 -0.3 -0.2 0.0 0.834
O -0.189521 1.871046 1.281737 0.0 0.5 0.1 -0.365
N 1.589799 3.240194 1.440106 0.2 -0.1 0.0 0.088
C 0.756990 4.448531 1.566503 0.1 -0.3 0.0 -1.021
C 3.052650 3.413785 1.542016 -0.3 0.0 0.0 -0.983
H 3.166858 -0.474978 -3.063371 0.0 0.0 0.0 0.313
H 2.124279 -1.454589 -4.104878 0.0 0.0 0.0 0.359
H 2.402242 -1.973842 -2.453558 0.0 0.0 0.0 0.417
H 1.100505 0.951933 -4.355447 0.0 0.0 0.0 0.386
H -0.415932 0.957677 -3.423236 0.0 0.0 0.0 0.311
H -0.021282 -0.417115 -4.485828 0.0 0.0 0.0 0.361
H 2.493948 -0.940505 -0.492235 0.0 0.0 0.0 0.646
H 1.055938 -1.958539 -0.278835 0.0 0.0 0.0 0.528
H 2.765738 0.900667 0.583291 0.0 0.0 0.0 0.588
H 2.306135 0.619608 2.265462 0.0 0.0 0.0 0.488
H -0.262846 4.215845 1.280032 0.0 0.1 0.0 0.318
H 1.175646 5.209372 0.912867 -0.1 0.1 0.0 0.397
H 0.789474 4.783841 2.601933 0.0 0.1 0.0 0.372
H 3.464730 2.743795 2.293728 0.1 0.0 0.0 0.387
H 3.243090 4.435748 1.853329 0.0 0.0 0.0 0.398
H 3.522893 3.248061 0.573793 0.0 0.0 0.0 0.324
Se -3.377052 1.441092 0.320603 0.4 -0.2 0.0 -0.168
Se -3.470522 1.965864 2.606460 -0.2 0.1 0.0 -0.013
Se -2.122036 0.110468 3.233476 0.2 -0.2 0.1 -0.008
Se -3.431755 -1.731711 3.444982 0.1 0.1 0.1 -0.366
N -3.545591 -4.658148 0.424213 0.5 -0.1 -0.1 -0.218
C -3.380527 -3.169009 0.255722 0.0 -0.4 -0.2 -0.495
C -1.887838 -2.865527 0.211164 0.0 0.3 0.4 0.662
O -1.052131 -3.724915 0.039293 -0.3 0.0 0.0 -0.635
O -1.645976 -1.607813 0.419891 0.2 0.1 -0.3 -0.440
H -4.274667 -5.046563 -0.172894 0.0 0.0 0.0 0.372
H -3.772558 -4.893127 1.392268 0.0 0.0 0.0 0.353
H -2.633530 -5.113583 0.188949 -0.4 0.3 0.1 0.351
H -3.823774 -2.653531 1.110756 0.0 0.0 0.0 -0.091
H -3.871818 -2.866893 -0.666842 0.1 0.0 0.0 0.264
```
Forces are in eV/Å.

Results
2S+1: 3
LUMO (spin up / spin down): -7.3 / -6.6 eV
gap between HOMO and LUMO (spin up / spin down): 0.2007 / 0.2230 Ha
relative energy (zero: lowest compared OMol25 entry of this formula, charge and spin): 0.499 eV
charge: +2

=====

Calculated total energy values, unit hartree, following the record order: -5784.79031, -1460.87626, -10607.58572.
Strongest force on any atom values, unit Eh/bohr, following the record order: 0.058, 0.263, 0.011.